# 1
Molecular formula: C40H38BF4IN11NaO3S
Method: DFT, ωB97M-V/def2-TZVPD

Output
charge = -2
energy relative to the best compared isomer or geometry (same formula, charge and spin) = 46.0 kcal/mol
HOMO energy = -2.83 eV
frontier orbital gap = 0.2173 Eh

The geometry in XYZ format:
```
100
C40H38BF4IN11NaO3S | OMol25 | ωB97M-V/def2-TZVPD
Na -21.182 -18.089 -7.035
C -21.618 -19.457 -4.021
N -22.605 -19.437 -5.085
C -23.019 -20.834 -5.258
C -23.711 -18.539 -4.642
C -24.857 -19.033 -3.930
C -25.863 -18.195 -3.544
C -25.817 -16.858 -3.936
C -24.796 -16.417 -4.809
C -23.676 -17.202 -5.111
N -22.601 -16.796 -5.856
C -22.476 -15.463 -6.337
C -22.388 -14.377 -5.491
C -22.084 -13.108 -5.986
C -21.944 -12.942 -7.367
C -22.145 -14.009 -8.253
C -22.393 -15.254 -7.760
N -22.394 -16.372 -8.654
C -23.700 -16.961 -8.768
C -21.762 -16.105 -9.893
H -21.929 -20.113 -3.186
H -21.527 -18.464 -3.612
H -20.628 -19.772 -4.330
H -23.324 -21.375 -4.368
H -22.079 -21.305 -5.641
H -23.764 -20.883 -6.056
H -24.898 -20.028 -3.634
H -26.662 -18.524 -2.899
H -26.558 -16.140 -3.663
H -24.970 -15.488 -5.258
H -22.566 -14.524 -4.431
H -21.905 -12.351 -5.256
H -21.648 -11.996 -7.804
H -21.990 -13.901 -9.327
H -24.470 -16.259 -9.156
H -24.045 -17.285 -7.795
H -23.656 -17.864 -9.369
H -22.434 -15.578 -10.569
H -21.665 -17.101 -10.407
H -20.799 -15.634 -9.862
N -18.326 -11.951 -7.155
C -18.165 -10.686 -6.671
C -18.176 -9.432 -7.321
C -18.184 -8.322 -6.454
C -18.243 -8.489 -5.091
C -18.311 -9.762 -4.445
C -18.140 -10.864 -5.271
N -18.169 -12.227 -4.957
C -18.309 -12.789 -6.113
C -18.564 -14.213 -6.296
C -19.112 -14.913 -5.196
C -19.531 -16.195 -5.379
N -19.356 -16.850 -6.469
C -18.828 -16.254 -7.569
C -18.365 -14.959 -7.459
H -18.363 -12.194 -8.141
H -18.298 -9.354 -8.404
H -18.119 -7.335 -6.877
H -18.333 -7.653 -4.411
H -18.448 -9.818 -3.388
H -19.313 -14.436 -4.296
H -20.044 -16.685 -4.500
H -18.831 -16.855 -8.495
H -17.833 -14.610 -8.277
I -14.549 -19.389 -6.973
C -16.643 -19.726 -7.061
C -17.150 -20.080 -8.297
N -18.454 -20.243 -8.091
N -18.838 -20.100 -6.811
C -17.702 -19.827 -6.156
H -16.738 -20.048 -9.272
H -19.053 -20.379 -8.880
H -17.804 -19.707 -5.099
F -16.141 -17.460 -12.103
B -17.367 -17.547 -11.537
F -17.352 -16.960 -10.211
F -18.427 -16.774 -12.235
F -17.819 -18.868 -11.417
O -25.073 -25.694 -10.636
S -25.072 -25.758 -12.081
O -26.390 -25.646 -12.664
O -24.243 -26.823 -12.677
C -24.287 -24.286 -12.684
N -24.585 -23.929 -13.921
C -24.183 -22.695 -14.195
C -23.395 -21.806 -13.371
C -23.027 -22.419 -12.151
N -23.487 -23.607 -11.789
C -22.311 -21.621 -11.076
C -22.470 -21.858 -9.709
C -21.958 -20.927 -8.808
N -21.234 -19.838 -9.144
C -20.957 -19.713 -10.432
C -21.319 -20.606 -11.460
H -24.363 -22.354 -15.232
H -23.019 -20.854 -13.735
H -23.126 -22.703 -9.455
H -22.205 -21.122 -7.792
H -20.489 -18.806 -10.664
H -21.008 -20.265 -12.454
```

=====

# 2
Molecular formula: C40H38BrClCsN7O7Sb
Method: DFT, ωB97M-V/def2-TZVPD

Output
charge = -1
HOMO energy = -5.44 eV
frontier orbital gap = 0.2735 Eh

The geometry in XYZ format:
```
96
C40H38BrClCsN7O7Sb | OMol25 | ωB97M-V/def2-TZVPD
Cs 0.851 -1.478 -1.553
C -0.964 1.486 1.343
C -2.011 0.658 2.021
C -2.753 1.141 3.100
C -3.706 0.328 3.687
C -3.895 -0.950 3.179
C -3.111 -1.352 2.100
N -2.197 -0.569 1.537
Sb -3.480 -3.344 1.395
C -3.606 -3.028 -0.735
C -4.702 -3.675 -1.300
C -4.913 -3.574 -2.666
C -4.022 -2.832 -3.411
C -2.946 -2.208 -2.773
C -1.937 -1.463 -3.592
N -2.748 -2.300 -1.454
C -1.571 -4.302 1.723
C -1.689 -5.473 2.466
C -0.543 -6.188 2.775
C 0.667 -5.710 2.323
C 0.706 -4.533 1.573
C 2.011 -4.048 1.021
N -0.400 -3.833 1.290
H -0.870 2.470 1.804
H -1.208 1.588 0.282
H -0.006 0.970 1.392
H -2.577 2.145 3.464
H -4.294 0.683 4.525
H -4.628 -1.621 3.607
H -5.374 -4.252 -0.676
H -5.752 -4.071 -3.138
H -4.133 -2.734 -4.484
H -2.390 -0.993 -4.467
H -1.210 -2.198 -3.944
H -1.408 -0.719 -3.001
H -2.663 -5.815 2.793
H -0.597 -7.101 3.356
H 1.588 -6.235 2.538
H 2.853 -4.479 1.563
H 2.072 -2.966 1.061
H 2.076 -4.352 -0.022
O 4.984 2.677 -1.127
C 4.100 3.070 -2.089
C 4.478 4.129 -2.909
C 3.640 4.552 -3.927
C 2.420 3.921 -4.132
C 2.050 2.874 -3.301
C 2.868 2.437 -2.268
C 2.394 1.235 -1.430
O 1.132 0.905 -1.600
N 2.718 1.636 0.004
N 2.527 0.730 0.973
C 2.407 1.164 2.167
C 2.232 0.304 3.334
Br 1.261 -1.302 3.054
C 2.600 0.615 4.578
C 3.413 1.778 4.966
C 3.200 2.362 6.217
C 3.940 3.457 6.629
C 4.921 3.987 5.800
C 5.160 3.400 4.566
C 4.419 2.303 4.155
H 4.503 2.062 -0.538
H 5.436 4.601 -2.732
H 3.944 5.377 -4.560
H 1.770 4.233 -4.940
H 1.112 2.348 -3.425
H 3.124 0.403 -1.612
H 2.449 2.597 0.221
H 2.433 2.239 2.376
H 2.264 -0.023 5.386
H 2.434 1.953 6.864
H 3.752 3.900 7.599
H 5.501 4.842 6.119
H 5.935 3.791 3.919
H 4.641 1.830 3.206
O 0.291 -3.741 -4.002
Cl 1.568 -3.910 -3.345
O 2.382 -4.853 -4.052
O 1.334 -4.363 -1.989
O 2.230 -2.615 -3.284
N -5.191 0.337 -3.676
C -4.819 1.633 -3.838
O -5.477 2.421 -4.495
C -3.543 2.033 -3.167
C -2.753 3.019 -3.745
C -1.582 3.391 -3.113
C -1.252 2.780 -1.907
N -2.019 1.862 -1.331
C -3.132 1.494 -1.954
H -6.058 0.038 -4.087
H -4.624 -0.335 -3.187
H -3.068 3.471 -4.676
H -0.922 4.133 -3.541
H -0.324 3.007 -1.400
H -3.723 0.737 -1.448
```

=====

# 3
Molecular formula: C40H38Cl2N3O3P2RuS2
Method: DFT, ωB97M-V/def2-TZVPD

Output
charge = +2
energy relative to the best compared isomer or geometry (same formula, charge and spin) = 75.2 kcal/mol
spin multiplicity = 2
HOMO energy (spin up / spin down) = -13.27 / -13.27 eV
frontier orbital gap (spin up / spin down) = 0.2486 / 0.2298 Eh

The geometry in XYZ format:
```
91
C40H38Cl2N3O3P2RuS2 | OMol25 | ωB97M-V/def2-TZVPD
Ru -0.317 0.801 0.189
N -1.699 2.675 1.027
P -2.516 -0.347 -0.107
C -3.798 0.812 -0.667
C -5.004 1.008 -0.006
C -5.935 1.885 -0.536
C -5.677 2.542 -1.730
C -4.473 2.348 -2.388
C -3.527 1.495 -1.852
C -3.149 -1.903 -0.805
C -3.681 -2.929 -0.031
C -4.175 -4.063 -0.654
C -4.138 -4.180 -2.034
C -3.608 -3.156 -2.803
C -3.104 -2.024 -2.192
P -0.311 3.391 0.623
C -0.422 5.210 0.876
C -1.053 5.672 2.026
C -1.153 7.036 2.234
C -0.626 7.926 1.309
C 0.007 7.455 0.169
C 0.100 6.092 -0.056
C 0.806 2.811 1.968
C 0.221 2.330 3.141
C 1.021 1.994 4.216
C 2.398 2.134 4.131
C 2.978 2.636 2.973
C 2.190 2.968 1.883
H -2.553 3.088 0.667
H -5.213 0.472 0.908
H -6.872 2.055 -0.028
H -6.419 3.205 -2.148
H -4.285 2.870 -3.314
H -2.571 1.337 -2.344
H -3.725 -2.846 1.046
H -4.587 -4.863 -0.057
H -4.511 -5.074 -2.510
H -3.592 -3.236 -3.878
H -2.678 -1.230 -2.788
H -1.456 4.968 2.740
H -1.645 7.402 3.123
H -0.719 8.989 1.477
H 0.427 8.145 -0.548
H 0.569 5.715 -0.953
H -0.857 2.284 3.211
H 0.560 1.652 5.130
H 3.019 1.879 4.978
H 4.046 2.782 2.930
H 2.634 3.379 0.985
Cl -2.029 -2.332 4.383
C -2.701 -0.770 3.834
Cl -2.232 0.548 4.917
C -2.086 -0.510 2.472
O -2.977 -0.559 1.495
O -0.909 -0.289 2.332
H -3.789 -0.849 3.816
S 2.721 1.455 -5.960
C 1.856 1.148 -4.450
C 1.947 -0.043 -3.732
C 1.335 -0.124 -2.494
N 0.652 0.886 -1.952
C 0.535 2.015 -2.654
C 1.116 2.192 -3.891
C 2.246 0.036 -6.968
C 1.058 0.158 -7.673
C 0.724 -0.861 -8.557
N 1.499 -1.907 -8.725
C 2.624 -2.033 -8.061
C 3.056 -1.072 -7.150
H 2.517 -0.878 -4.110
H 1.409 -1.024 -1.894
H -0.049 2.811 -2.195
H 1.001 3.125 -4.418
H 0.434 1.032 -7.565
H -0.177 -0.819 -9.151
H 3.209 -2.917 -8.272
H 4.000 -1.180 -6.640
O 1.391 -0.820 0.562
S 2.244 -0.241 1.660
C 2.742 -1.632 2.750
C 4.221 -1.398 2.995
C 4.834 -1.152 1.620
C 3.942 -0.136 0.918
H 2.548 -2.555 2.207
H 2.138 -1.588 3.652
H 4.683 -2.252 3.489
H 4.360 -0.519 3.627
H 4.859 -2.087 1.060
H 5.856 -0.781 1.696
H 3.824 -0.313 -0.149
H 4.289 0.882 1.080
```

=====

# 4
Molecular formula: C40H38Cl2N6O6STi
Method: DFT, ωB97M-V/def2-TZVPD

Output
charge = -2
energy relative to the best compared isomer or geometry (same formula, charge and spin) = 34.4 kcal/mol
spin multiplicity = 3
HOMO energy (spin up / spin down) = 0.70 / -1.88 eV
frontier orbital gap (spin up / spin down) = 0.1300 / 0.2244 Eh

The geometry in XYZ format:
```
94
C40H38Cl2N6O6STi | OMol25 | ωB97M-V/def2-TZVPD
Ti -0.405 -0.437 -1.383
Cl -7.200 -0.784 -1.553
C -5.520 -1.204 -1.457
C -4.577 -0.185 -1.422
C -3.218 -0.489 -1.390
N -2.218 0.443 -1.456
C -2.477 1.680 -0.938
O -2.091 2.736 -1.497
C -3.123 1.763 0.375
C -3.430 3.025 0.922
C -3.837 3.117 2.228
C -3.910 1.948 2.994
C -3.602 0.748 2.364
N -3.241 0.634 1.107
C -2.809 -1.856 -1.463
C -3.778 -2.863 -1.441
C -5.122 -2.528 -1.447
Cl -6.304 -3.800 -1.500
N -1.489 -2.037 -1.695
C -0.961 -3.307 -1.855
O -1.149 -4.249 -1.065
C -0.231 -3.471 -3.109
C 0.406 -4.686 -3.435
C 0.901 -4.869 -4.701
C 0.769 -3.834 -5.637
C 0.178 -2.651 -5.205
N -0.314 -2.459 -4.004
H -4.900 0.846 -1.440
H -3.322 3.897 0.292
H -4.070 4.080 2.668
H -4.175 1.980 4.041
H -3.633 -0.185 2.918
H -3.475 -3.899 -1.426
H 0.463 -5.455 -2.679
H 1.382 -5.798 -4.985
H 1.106 -3.955 -6.659
H 0.080 -1.808 -5.884
C 2.403 2.486 6.354
C 0.959 2.604 5.863
N 0.526 1.406 5.173
C -0.357 0.545 5.928
C 0.351 -0.181 7.076
C 0.315 1.552 3.774
O 0.330 2.688 3.269
C 0.176 0.347 2.998
C 0.622 -0.943 3.407
C 0.357 -2.012 2.583
C -0.275 -1.823 1.358
N -0.556 -0.582 0.880
C -0.345 0.433 1.693
H 2.742 3.435 6.765
H 3.043 2.216 5.518
H 2.498 1.721 7.120
H 0.890 3.424 5.141
H 0.289 2.821 6.706
H -0.792 -0.186 5.244
H -1.187 1.137 6.360
H 1.232 -0.701 6.711
H -0.318 -0.913 7.526
H 0.653 0.521 7.852
H 1.182 -1.057 4.325
H 0.660 -3.009 2.880
H -0.561 -2.661 0.734
H -0.627 1.418 1.343
C 3.037 -2.711 -0.528
C 2.183 -1.433 -0.565
O 2.610 -0.375 -0.118
O 1.037 -1.603 -1.087
H 4.066 -2.485 -0.261
H 2.983 -3.186 -1.505
H 2.608 -3.387 0.211
C 0.573 0.043 -3.155
C 1.680 0.271 -3.625
C 2.976 0.483 -4.156
C 3.678 1.674 -3.911
C 4.965 1.848 -4.376
C 5.599 0.835 -5.081
C 4.919 -0.348 -5.334
C 3.626 -0.524 -4.886
H 3.214 2.447 -3.315
H 5.491 2.774 -4.177
H 6.618 0.962 -5.420
H 5.417 -1.141 -5.881
H 3.104 -1.452 -5.070
C 0.392 3.681 0.141
S 1.259 2.517 -0.980
C 0.585 3.262 -2.518
O 0.484 1.262 -0.827
H 0.800 4.681 0.041
H 0.510 3.337 1.169
H -0.656 3.655 -0.148
H 0.883 4.302 -2.602
H -0.500 3.152 -2.434
H 0.940 2.682 -3.365
```

=====

# 5
Molecular formula: C40H38Ge2N4O6RuS
Method: DFT, ωB97M-V/def2-TZVPD

Output
charge = 0
energy relative to the best compared isomer or geometry (same formula, charge and spin) = 9.1 kcal/mol
HOMO energy (spin up / spin down) = -8.21 / -8.21 eV
frontier orbital gap (spin up / spin down) = 0.2156 / 0.2008 Eh

The geometry in XYZ format:
```
92
C40H38Ge2N4O6RuS | OMol25 | ωB97M-V/def2-TZVPD
Ru -0.572 -0.405 0.473
O -3.813 4.603 3.782
C -3.410 4.724 2.621
O -3.423 5.649 1.804
C -2.760 3.420 2.061
C -2.639 2.299 2.879
C -1.993 1.186 2.385
N -1.499 1.199 1.135
C -1.633 2.253 0.315
C -2.265 3.396 0.762
C -1.017 2.042 -1.012
C -0.996 3.006 -2.005
C -0.331 2.738 -3.192
C 0.286 1.509 -3.362
C 0.209 0.579 -2.340
N -0.418 0.839 -1.194
C -1.723 -0.076 3.121
C -2.174 -0.307 4.409
C -1.864 -1.511 5.024
C -1.111 -2.452 4.343
C -0.685 -2.158 3.059
N -0.984 -1.005 2.463
H -3.046 2.373 3.878
H -2.390 4.288 0.165
H -1.477 3.959 -1.841
H -0.292 3.487 -3.972
H 0.815 1.257 -4.269
H 0.664 -0.401 -2.418
H -2.762 0.440 4.920
H -2.212 -1.707 6.029
H -0.843 -3.398 4.788
H -0.080 -2.847 2.485
C -2.379 -1.625 -7.014
C -2.630 -1.500 -5.537
C -3.002 -2.601 -4.775
C -3.249 -2.480 -3.415
C -3.097 -1.246 -2.801
C -2.751 -0.129 -3.550
C -2.519 -0.261 -4.906
S -3.346 -1.084 -1.056
O -4.370 -2.027 -0.704
O -3.515 0.318 -0.782
N -1.982 -1.549 -0.320
C -1.686 -2.976 -0.282
C -0.177 -3.175 -0.329
O 0.324 -4.268 -0.492
O 0.502 -2.078 -0.163
H -2.453 -2.661 -7.341
H -1.384 -1.259 -7.272
H -3.101 -1.038 -7.583
H -3.115 -3.565 -5.253
H -3.584 -3.330 -2.838
H -2.700 0.835 -3.067
H -2.261 0.614 -5.493
H -2.137 -3.523 -1.110
H -2.066 -3.429 0.641
C 4.094 2.229 2.189
Ge 2.171 2.108 1.793
C 1.657 3.542 0.555
C 1.181 2.359 3.470
Ge 1.896 -0.137 0.773
C 2.911 -0.194 -0.892
C 3.454 0.985 -1.401
C 4.136 1.001 -2.610
C 4.285 -0.172 -3.333
C 3.756 -1.357 -2.838
C 3.076 -1.371 -1.629
C 2.430 -1.490 2.079
C 2.478 -1.129 3.426
C 2.745 -2.065 4.416
C 2.971 -3.389 4.070
C 2.939 -3.764 2.732
C 2.672 -2.826 1.746
H 4.253 3.013 2.930
H 4.665 2.476 1.295
H 4.476 1.292 2.592
H 2.296 4.406 0.745
H 0.626 3.848 0.728
H 1.766 3.261 -0.492
H 0.883 3.404 3.557
H 1.811 2.113 4.325
H 0.281 1.750 3.524
H 3.353 1.916 -0.855
H 4.551 1.929 -2.982
H 4.814 -0.166 -4.277
H 3.871 -2.278 -3.396
H 2.644 -2.296 -1.277
H 2.291 -0.104 3.723
H 2.773 -1.759 5.454
H 3.177 -4.125 4.836
H 3.115 -4.795 2.452
H 2.616 -3.154 0.718
```